Record 1
{"formula": "H4O2Rb", "method": "ωB97M-V/def2-TZVPD", "species": ["Rb", "O", "H", "H", "O", "H", "H"], "coordinates": [[28.005, -12.429, -5.835], [25.977, -10.246, -5.607], [25.091, -10.386, -5.278], [26.034, -9.409, -6.037], [26.586, -13.732, -7.748], [26.450, -13.632, -8.719], [25.701, -13.641, -7.394]], "homo_lumo_gap_ha": 0.454, "charge": 1, "spin_multiplicity": 1}

Record 2
{"formula": "C27H34I2N2O2PRuS2", "method": "ωB97M-V/def2-TZVPD", "species": ["Ru", "C", "C", "N", "C", "C", "S", "C", "C", "N", "H", "H", "H", "H", "H", "H", "H", "H", "H", "H", "H", "H", "H", "H", "O", "C", "C", "C", "C", "C", "C", "C", "P", "C", "C", "C", "C", "C", "C", "C", "C", "C", "C", "C", "C", "H", "H", "H", "H", "H", "H", "H", "H", "H", "H", "H", "H", "H", "H", "I", "I", "C", "S", "C", "O", "H", "H", "H", "H", "H", "H"], "coordinates": [[0.747, -1.009, 0.960], [-1.738, -0.213, 2.907], [-0.798, 0.960, 2.846], [0.595, 0.535, 2.580], [1.350, 0.007, 3.748], [0.988, -1.367, 4.232], [1.015, -2.767, 3.045], [-0.741, -3.269, 3.222], [-1.724, -2.611, 2.232], [-1.431, -1.197, 1.806], [-2.768, 0.116, 2.861], [-1.537, -0.793, 3.844], [-0.808, 1.623, 3.683], [-1.099, 1.481, 1.942], [1.066, 1.384, 2.237], [1.349, 0.716, 4.606], [2.374, 0.007, 3.474], [0.051, -1.415, 4.722], [1.797, -1.588, 4.873], [-1.017, -3.077, 4.267], [-0.775, -4.398, 3.162], [-2.721, -2.703, 2.608], [-1.755, -3.184, 1.264], [-2.035, -0.911, 1.046], [3.353, -1.129, -0.322], [2.472, -0.511, -0.832], [2.366, 0.438, -1.934], [3.205, 0.294, -3.004], [2.828, 0.815, -4.229], [1.619, 1.464, -4.393], [0.735, 1.569, -3.316], [1.094, 1.010, -2.101], [0.062, 1.153, -0.642], [-1.553, 0.581, -1.356], [-2.734, 0.923, -0.692], [-3.978, 0.579, -1.239], [-4.034, -0.147, -2.402], [-2.863, -0.589, -2.974], [-1.618, -0.277, -2.458], [-0.082, 2.977, -0.424], [-0.957, 3.769, -1.147], [-0.855, 5.141, -1.178], [0.094, 5.888, -0.548], [0.911, 5.136, 0.296], [0.829, 3.708, 0.345], [4.138, -0.233, -2.938], [3.416, 0.684, -5.144], [1.439, 1.872, -5.362], [-0.248, 1.984, -3.413], [-2.704, 1.590, 0.199], [-4.840, 1.056, -0.811], [-4.978, -0.348, -2.832], [-2.990, -1.164, -3.907], [-0.727, -0.585, -2.964], [-1.781, 3.236, -1.623], [-1.600, 5.692, -1.734], [0.121, 6.974, -0.539], [1.621, 5.575, 0.946], [1.611, 3.175, 0.860], [5.364, 0.061, 3.600], [5.226, -1.667, 5.631], [-0.834, -3.808, -2.179], [0.550, -2.949, -1.747], [2.014, -3.846, -1.753], [0.276, -2.945, -0.114], [-1.250, -3.900, -3.147], [-1.492, -2.992, -1.813], [-0.774, -4.782, -1.547], [2.409, -4.162, -2.714], [2.067, -4.597, -0.996], [2.686, -3.042, -1.579]], "homo_lumo_gap_ha": [0.255, 0.246], "charge": 2, "spin_multiplicity": 6}

Record 3
{"formula": "H12O6", "method": "ωB97M-V/def2-TZVPD", "species": ["O", "H", "H", "O", "H", "H", "O", "H", "H", "O", "H", "H", "O", "H", "H", "O", "H", "H"], "coordinates": [[11.805, -6.809, -12.234], [12.654, -6.427, -11.987], [11.210, -6.058, -12.321], [15.316, -3.481, -16.873], [14.450, -3.661, -16.487], [15.900, -3.370, -16.119], [13.078, -4.007, -15.018], [12.241, -3.844, -15.469], [13.052, -3.444, -14.238], [10.203, -9.408, -12.366], [10.959, -8.827, -12.507], [9.656, -8.937, -11.732], [15.167, -8.776, -15.693], [14.544, -8.077, -15.430], [14.669, -9.591, -15.594], [13.076, -7.033, -15.016], [13.100, -6.082, -15.182], [12.335, -7.167, -14.413]], "homo_lumo_gap_ha": 0.365, "spin_multiplicity": 1}

Record 4
{"formula": "C33H31Br2F6N3O2PRbSb", "method": "ωB97M-V/def2-TZVPD", "species": ["Rb", "Br", "C", "C", "C", "N", "C", "C", "C", "C", "C", "Br", "C", "C", "N", "H", "H", "H", "H", "H", "H", "F", "Sb", "F", "F", "F", "F", "F", "C", "C", "C", "C", "C", "C", "N", "C", "C", "C", "C", "C", "C", "C", "O", "O", "C", "C", "H", "H", "H", "H", "H", "H", "H", "H", "H", "H", "H", "H", "H", "H", "C", "P", "C", "C", "C", "C", "C", "C", "C", "H", "H", "H", "H", "H", "H", "H", "H", "H", "H", "H"], "coordinates": [[0.380, 0.049, 0.899], [-0.463, 1.237, 8.311], [-0.132, 0.747, 6.525], [-1.174, 0.698, 5.619], [-0.862, 0.340, 4.316], [0.370, 0.038, 3.918], [1.365, 0.096, 4.798], [1.160, 0.450, 6.127], [2.734, -0.232, 4.256], [3.839, -0.325, 5.095], [5.063, -0.622, 4.525], [6.594, -0.756, 5.614], [5.167, -0.821, 3.162], [4.003, -0.714, 2.415], [2.816, -0.427, 2.941], [-2.188, 0.937, 5.904], [-1.633, 0.302, 3.555], [1.968, 0.507, 6.838], [3.762, -0.180, 6.161], [6.110, -1.057, 2.691], [4.018, -0.879, 1.343], [0.446, -1.306, -1.190], [2.141, -0.842, -1.906], [2.954, -2.059, -0.738], [1.907, -2.139, -3.240], [3.784, -0.283, -2.626], [1.242, 0.484, -2.904], [2.388, 0.456, -0.543], [-3.324, 0.842, -6.491], [-3.471, 1.984, -5.524], [-4.283, 3.063, -5.849], [-4.442, 4.140, -4.990], [-3.762, 4.150, -3.785], [-2.944, 3.079, -3.466], [-2.246, 3.117, -2.214], [-0.928, 3.243, -2.110], [-0.070, 3.518, -3.222], [1.277, 3.611, -3.012], [1.805, 3.435, -1.723], [0.973, 3.181, -0.628], [-0.385, 3.085, -0.773], [-1.285, 2.699, 0.401], [-2.534, 2.725, 0.198], [-0.699, 2.310, 1.415], [-2.793, 1.966, -4.292], [-1.961, 0.772, -3.925], [-3.793, 1.085, -7.443], [-3.785, -0.072, -6.111], [-2.277, 0.604, -6.684], [-4.804, 3.051, -6.799], [-5.085, 4.966, -5.262], [-3.853, 4.979, -3.096], [-2.670, 2.955, -1.186], [-0.506, 3.643, -4.203], [1.947, 3.805, -3.838], [2.876, 3.482, -1.579], [1.397, 3.030, 0.356], [-1.727, 0.721, -2.863], [-1.008, 0.751, -4.457], [-2.485, -0.148, -4.183], [-2.092, -3.820, 2.779], [-1.385, -2.719, 1.495], [-2.325, -3.253, 0.020], [0.248, -3.500, 1.255], [1.203, -3.218, 2.233], [2.466, -3.786, 2.180], [2.801, -4.630, 1.131], [1.873, -4.886, 0.133], [0.605, -4.329, 0.196], [-2.064, -4.868, 2.475], [-3.125, -3.532, 2.979], [-1.526, -3.705, 3.703], [-2.406, -4.339, -0.068], [-1.847, -2.864, -0.880], [-3.327, -2.827, 0.081], [0.960, -2.535, 3.041], [3.192, -3.554, 2.950], [3.791, -5.062, 1.077], [2.145, -5.510, -0.708], [-0.101, -4.533, -0.600]], "homo_lumo_gap_ha": [0.300, 0.207], "spin_multiplicity": 2}

Record 5
{"formula": "C36H50CsI2N10O5", "method": "ωB97M-V/def2-TZVPD", "species": ["Cs", "C", "C", "N", "C", "C", "N", "C", "C", "C", "N", "C", "C", "N", "C", "H", "H", "H", "H", "H", "H", "H", "H", "H", "H", "H", "H", "H", "H", "H", "H", "H", "H", "H", "H", "H", "H", "H", "H", "I", "C", "C", "C", "I", "C", "O", "C", "C", "N", "C", "C", "C", "C", "C", "C", "N", "C", "H", "H", "H", "H", "H", "H", "H", "H", "H", "H", "H", "O", "C", "C", "C", "C", "N", "C", "C", "C", "C", "C", "C", "O", "C", "C", "N", "H", "H", "H", "H", "H", "H", "H", "H", "H", "H", "H", "H", "N", "N", "C", "O", "O", "H", "H", "H"], "coordinates": [[-0.173, 1.609, -0.114], [3.030, -1.684, 2.724], [1.979, -2.790, 2.616], [0.667, -2.420, 2.093], [-0.384, -2.185, 3.069], [-0.314, -0.924, 3.927], [-0.525, 0.275, 3.136], [-0.881, 1.429, 3.952], [-1.113, 2.688, 3.117], [0.147, 3.487, 2.760], [1.118, 2.715, 1.991], [2.264, 2.202, 2.707], [3.143, 1.402, 1.760], [2.482, 0.200, 1.253], [3.283, -1.006, 1.368], [2.725, -0.918, 3.443], [3.951, -2.138, 3.105], [2.415, -3.552, 1.954], [1.830, -3.282, 3.583], [0.747, -1.637, 1.452], [-1.345, -2.178, 2.541], [-0.415, -3.053, 3.735], [-1.076, -1.023, 4.723], [0.658, -0.857, 4.431], [-1.270, 0.101, 2.467], [-1.781, 1.217, 4.556], [-0.072, 1.596, 4.675], [-1.622, 2.393, 2.195], [-1.797, 3.350, 3.657], [-0.155, 4.363, 2.181], [0.607, 3.864, 3.687], [1.416, 3.183, 1.139], [2.863, 3.003, 3.177], [1.912, 1.534, 3.498], [3.457, 2.056, 0.936], [4.050, 1.107, 2.296], [2.159, 0.348, 0.305], [3.004, -1.676, 0.554], [4.356, -0.795, 1.239], [-7.779, 4.905, 0.699], [-6.012, 3.805, 0.576], [-5.000, 4.205, -0.289], [-3.845, 3.447, -0.354], [-2.274, 4.006, -1.620], [-3.635, 2.276, 0.422], [-2.556, 1.597, 0.331], [-4.688, 1.917, 1.297], [-4.488, 0.704, 2.186], [-3.836, -0.443, 1.556], [-4.494, -0.921, 0.355], [-3.579, -1.921, -0.312], [-4.012, -3.171, -0.741], [-3.110, -4.007, -1.389], [-1.802, -3.572, -1.570], [-1.455, -2.320, -1.084], [-2.317, -1.510, -0.477], [-5.850, 2.664, 1.356], [-5.108, 5.090, -0.901], [-5.463, 0.396, 2.582], [-3.876, 0.979, 3.052], [-2.957, -0.074, 1.195], [-4.681, -0.106, -0.361], [-5.461, -1.373, 0.594], [-5.039, -3.471, -0.575], [-3.421, -4.982, -1.744], [-1.062, -4.185, -2.071], [-0.438, -1.953, -1.186], [-6.645, 2.350, 2.025], [4.777, -1.737, -6.482], [4.669, -0.487, -5.815], [4.121, -0.680, -4.428], [3.981, 0.415, -3.588], [3.430, 0.230, -2.332], [3.045, -0.963, -1.876], [3.203, -2.019, -2.669], [3.722, -1.922, -3.959], [2.804, -3.355, -2.106], [3.305, -4.535, -2.652], [2.942, -5.749, -2.090], [3.411, -7.053, -2.673], [4.672, -6.872, -3.304], [2.101, -5.737, -0.985], [1.650, -4.517, -0.507], [1.981, -3.349, -1.054], [5.139, -1.578, -7.357], [4.003, 0.187, -6.365], [5.648, 0.000, -5.744], [4.255, 1.413, -3.908], [3.247, 1.083, -1.688], [3.806, -2.786, -4.601], [3.995, -4.515, -3.483], [2.670, -7.399, -3.403], [3.474, -7.804, -1.878], [4.931, -7.704, -3.707], [1.806, -6.655, -0.492], [1.003, -4.452, 0.366], [0.223, 0.818, -2.766], [0.758, 2.028, -3.260], [1.365, 3.008, -2.400], [1.479, 4.126, -2.914], [1.693, 2.631, -1.236], [0.265, 0.120, -3.497], [-0.748, 0.920, -2.469], [0.227, 2.488, -3.986]], "homo_lumo_gap_ha": 0.237, "charge": -1, "spin_multiplicity": 1}

Going through the records in order, we get DFT total energy values of -176.77948; -3136.56523; -458.62613; -7943.99862; -2941.13082 a.u..